(1)
C46H44ClN2O4P4Pb | wB97M-V/def2-TZVPD

Values from the calculation:
energy relative to the best compared isomer or geometry (same formula, charge and spin)	0.000	eV
HOMO energy (alpha / beta)	-15.98 / -15.93	eV
gap between HOMO and LUMO (alpha / beta)	0.1702 / 0.2041	hartree
strongest force on any atom	0.8	eV/Å
molecular weight	1055.4	Da

The geometry in ORCA input format:
```
! wB97M-V def2-TZVPD RIJCOSX def2/J DEFGRID3
* xyz 3 1
Pb -0.197 1.506 -0.513
O 3.909 1.668 4.220
C 4.607 1.745 3.092
O 5.800 1.753 3.078
C 3.829 1.770 1.787
C 4.423 1.814 0.528
Cl 6.040 1.993 0.114
N 3.444 1.759 -0.412
N 2.240 1.692 0.173
C 2.453 1.710 1.487
C 1.217 1.749 2.350
O 1.289 1.881 3.559
O 0.079 1.688 1.722
C 3.525 1.827 -1.851
C 2.635 2.656 -2.522
C 2.687 2.746 -3.906
C 3.633 2.017 -4.612
C 4.515 1.189 -3.932
C 4.463 1.084 -2.548
H 2.949 1.765 4.067
H 1.939 3.270 -1.961
H 2.011 3.411 -4.429
H 3.692 2.106 -5.689
H 5.253 0.615 -4.480
H 5.145 0.425 -2.023
C -3.910 0.744 1.201
P -2.844 2.052 0.515
C -3.973 2.874 -0.667
C -2.631 3.304 1.810
C -3.532 3.410 2.863
C -3.380 4.402 3.824
C -2.326 5.299 3.741
C -1.415 5.208 2.699
C -1.563 4.221 1.727
P -0.347 4.180 0.391
C -0.842 5.377 -0.879
C 1.214 4.833 1.028
H -3.500 0.367 2.139
H -3.970 -0.069 0.474
H -4.918 1.120 1.372
H -4.769 3.363 -0.106
H -4.415 2.132 -1.337
H -3.457 3.622 -1.270
H -4.364 2.720 2.948
H -4.086 4.470 4.643
H -2.207 6.071 4.490
H -0.594 5.914 2.654
H -1.094 6.317 -0.381
H -1.701 5.041 -1.459
H 0.001 5.542 -1.553
H 1.149 5.922 1.041
H 2.033 4.547 0.364
H 1.416 4.463 2.034
C -1.105 -2.634 0.202
P 0.164 -1.304 0.490
C 0.418 -1.328 2.251
C 1.703 -1.233 2.807
C 1.860 -1.264 4.179
C 0.745 -1.344 5.006
C -0.540 -1.398 4.465
C -0.708 -1.379 3.096
C 1.607 -1.965 -0.364
C 2.325 -3.048 0.161
C 3.398 -3.567 -0.548
C 3.751 -3.028 -1.783
C 3.022 -1.976 -2.323
C 1.959 -1.437 -1.612
P -1.101 -3.383 -1.470
C -2.398 -2.722 -2.460
C -2.588 -1.327 -2.517
C -3.594 -0.807 -3.300
C -4.406 -1.666 -4.048
C -4.211 -3.044 -4.011
C -3.194 -3.579 -3.241
C -1.218 -5.143 -1.331
C -0.505 -5.944 -2.226
C -0.676 -7.319 -2.182
C -1.546 -7.878 -1.253
C -2.251 -7.072 -0.360
C -2.086 -5.700 -0.383
H -2.107 -2.300 0.465
H -0.789 -3.432 0.876
H 2.574 -1.135 2.172
H 2.853 -1.207 4.608
H 0.875 -1.347 6.082
H -1.403 -1.452 5.118
H -1.711 -1.408 2.680
H 2.043 -3.496 1.105
H 3.960 -4.397 -0.136
H 4.596 -3.437 -2.326
H 3.283 -1.569 -3.294
H 1.401 -0.608 -2.040
H -1.940 -0.667 -1.951
H -3.744 0.265 -3.356
H -5.187 -1.254 -4.677
H -4.847 -3.701 -4.592
H -3.032 -4.651 -3.221
H 0.179 -5.503 -2.943
H -0.129 -7.952 -2.869
H -1.673 -8.953 -1.217
H -2.935 -7.517 0.353
H -2.641 -5.079 0.313
*
```

=====

(2)
C30H28BN6OOsSe4 | wB97M-V/def2-TZVPD

Values from the calculation:
energy relative to the best compared isomer or geometry (same formula, charge and spin)	0.438	eV
HOMO energy (alpha / beta)	-5.15 / -5.23	eV
<S²>	6.033
gap between HOMO and LUMO (alpha / beta)	0.2787 / 0.2115	hartree
strongest force on any atom	2.0	eV/Å
molecular weight	1005.5	Da

The geometry in ORCA input format:
```
! wB97M-V def2-TZVPD RIJCOSX def2/J DEFGRID3
* xyz -1 5
Os -0.657 0.834 0.003
C 1.199 -3.958 -2.908
C 0.338 -2.735 -2.951
C -0.507 -2.275 -3.962
C -1.053 -1.076 -3.458
N -0.558 -0.861 -2.240
N 0.302 -1.873 -1.937
B 0.815 -1.796 0.057
N 1.940 -0.778 0.005
N 1.682 0.560 -0.016
C 2.903 1.149 -0.039
C 3.905 0.184 -0.037
C 3.250 -1.028 -0.010
C 3.829 -2.401 0.002
C 3.113 2.604 -0.075
C 4.352 3.232 -0.057
C 4.396 4.620 -0.091
C 3.229 5.373 -0.142
C 1.987 4.742 -0.162
C 1.963 3.366 -0.129
N 0.449 -1.825 2.053
N -0.436 -0.840 2.364
C -0.886 -1.055 3.602
C -0.254 -2.201 4.121
C 0.572 -2.648 3.093
C 1.482 -3.835 3.051
C -1.934 -0.242 4.239
C -2.483 -0.634 5.463
C -3.534 0.064 6.036
C -4.086 1.158 5.384
C -3.548 1.558 4.169
C -2.466 0.888 3.620
C -1.979 -0.152 -4.132
C -2.591 -0.526 -5.331
C -3.449 0.333 -5.997
C -3.719 1.592 -5.476
C -3.121 1.973 -4.283
C -2.262 1.112 -3.618
H 1.087 -4.537 -3.825
H 0.935 -4.598 -2.064
H 2.254 -3.693 -2.805
H -0.658 -2.728 -4.928
H 1.194 -2.929 0.047
H 4.969 0.347 -0.057
H 4.916 -2.330 -0.015
H 3.499 -2.976 -0.864
H 3.525 -2.950 0.893
H 5.271 2.661 -0.015
H 5.355 5.124 -0.077
H 3.288 6.454 -0.167
H 1.069 5.311 -0.206
H 1.131 2.702 -0.148
H -0.363 -2.640 5.099
H 1.426 -4.393 3.986
H 2.521 -3.532 2.904
H 1.215 -4.508 2.234
H -2.093 -1.510 5.965
H -3.937 -0.265 6.987
H -4.933 1.682 5.810
H -3.975 2.381 3.616
H -2.045 1.225 2.684
H -2.397 -1.508 -5.744
H -3.912 0.016 -6.924
H -4.391 2.267 -5.992
H -3.328 2.945 -3.855
H -1.802 1.427 -2.691
Se -2.957 0.263 0.121
Se -4.168 2.163 0.848
Se -3.338 3.480 -0.863
Se -1.099 3.275 -0.232
O -0.439 -1.229 0.071
*
```

=====

(3)
C19H55O11Ti | wB97M-V/def2-TZVPD

Values from the calculation:
energy relative to the best compared isomer or geometry (same formula, charge and spin)	0.489	eV
HOMO energy (alpha / beta)	-5.57 / -9.37	eV
<S²>	3.751
gap between HOMO and LUMO (alpha / beta)	0.2009 / 0.3314	hartree
strongest force on any atom	3.4	eV/Å
molecular weight	507.5	Da

The geometry in ORCA input format:
```
! wB97M-V def2-TZVPD RIJCOSX def2/J DEFGRID3
* xyz 0 4
Ti -1.799 1.151 2.609
C -0.152 0.233 -1.167
C -0.797 0.550 0.194
O -0.130 1.245 0.989
O -1.860 0.050 0.524
H -0.156 -0.856 -1.210
H 0.888 0.543 -1.270
H -0.729 0.681 -1.976
C -0.155 3.928 3.524
O -1.127 3.047 3.989
H 0.019 3.761 2.461
H -0.296 4.976 3.787
H 0.735 3.676 4.102
H -1.128 3.113 4.947
C 1.575 -0.038 3.753
C 2.884 0.467 3.188
O 2.735 0.605 1.783
H 0.845 0.770 3.692
H 1.759 -0.230 4.810
H 1.175 -0.905 3.228
H 3.592 -0.357 3.283
H 3.297 1.334 3.702
H 1.850 0.890 1.543
C 1.780 -2.234 0.269
C 3.095 -2.688 0.911
O 2.959 -4.052 1.288
H 1.674 -2.664 -0.727
H 1.776 -1.155 0.116
H 0.921 -2.517 0.877
H 3.311 -2.010 1.736
H 3.960 -2.643 0.250
H 2.932 -4.607 0.505
C -5.786 0.091 -1.069
C -4.499 0.005 -1.850
O -3.658 1.114 -1.526
H -6.460 -0.690 -1.422
H -6.271 1.059 -1.189
H -5.544 0.001 -0.010
H -4.749 0.050 -2.910
H -4.118 -0.983 -1.593
H -3.059 0.802 -0.844
C 0.086 4.115 -2.298
C 1.013 3.641 -1.252
O 0.417 3.892 0.017
H -0.209 5.154 -2.152
H -0.809 3.493 -2.304
H 0.519 4.121 -3.298
H 1.884 4.291 -1.345
H 1.237 2.581 -1.376
H 0.073 3.054 0.336
C -5.053 -0.552 3.997
C -4.583 0.256 2.816
O -3.984 1.432 3.312
H -5.830 -0.004 4.530
H -4.300 -0.721 4.766
H -5.336 -1.575 3.749
H -5.438 0.467 2.173
H -3.921 -0.396 2.245
H -4.713 1.938 3.680
C 2.100 -0.741 -3.720
C 1.284 -1.393 -4.883
O 1.737 -2.684 -5.254
H 1.611 0.148 -3.320
H 3.098 -0.438 -4.037
H 2.216 -1.404 -2.863
H 1.452 -0.744 -5.743
H 0.224 -1.323 -4.637
H 1.079 -3.007 -5.874
C 4.276 0.471 -1.448
C 5.466 0.565 -0.505
O 5.271 -0.260 0.638
H 4.337 1.239 -2.220
H 3.412 0.623 -0.801
H 4.143 -0.506 -1.913
H 5.587 1.537 -0.027
H 6.365 0.262 -1.042
H 4.488 0.017 1.121
C -0.717 -4.462 -2.064
C -1.531 -3.297 -1.573
O -1.349 -3.046 -0.189
H -0.936 -5.394 -1.543
H 0.343 -4.240 -1.945
H -0.762 -4.521 -3.151
H -2.592 -3.416 -1.791
H -1.180 -2.465 -2.184
H -1.763 -2.220 0.071
*
```

=====

(4)
CH3N3O2 | wB97M-V/def2-TZVPD

Values from the calculation:
energy relative to the best compared isomer or geometry (same formula, charge and spin)	2.586	eV
SMILES	N#[N+][O-].NC=O
HOMO energy	-10.32	eV
gap between HOMO and LUMO	0.4107	hartree
strongest force on any atom	3.8	eV/Å
molecular weight	89.1	Da

The geometry in ORCA input format:
```
! wB97M-V def2-TZVPD RIJCOSX def2/J DEFGRID3
* xyz 0 1
N -1.867 -0.400 2.493
N -2.385 0.510 2.798
O -3.072 1.421 3.014
N -0.292 1.126 -0.003
C 0.238 0.038 0.673
O 0.925 0.049 1.681
H -0.431 0.967 -1.015
H -0.041 2.133 0.203
H -0.225 -0.811 0.075
*
```

=====

(5)
C52H143N13O13 | wB97M-V/def2-TZVPD

Values from the calculation:
energy relative to the best compared isomer or geometry (same formula, charge and spin)	6.972	eV
HOMO energy	-9.03	eV
gap between HOMO and LUMO	0.3391	hartree
strongest force on any atom	3.7	eV/Å
molecular weight	1158.8	Da

The geometry in ORCA input format:
```
! wB97M-V def2-TZVPD RIJCOSX def2/J DEFGRID3
* xyz 0 1
C -1.280 10.446 3.386
C -1.104 11.645 2.461
C -2.244 12.650 2.539
O -3.466 12.148 2.041
C -4.516 13.028 2.170
N 0.077 12.326 2.930
H -1.121 10.626 4.449
H -0.590 9.705 2.981
H -2.283 10.028 3.292
H -0.908 11.398 1.418
H -1.877 13.501 1.965
H -2.430 12.835 3.597
H -4.847 12.881 3.198
H -5.327 12.585 1.591
H -4.314 14.086 2.007
H -0.045 12.530 3.912
H 0.029 13.238 2.498
C 4.067 5.592 8.670
C 4.088 6.504 7.425
C 4.010 5.782 6.113
O 3.847 6.674 5.028
C 3.620 5.989 3.804
N 3.030 7.428 7.621
H 3.112 5.067 8.701
H 4.268 6.219 9.538
H 4.835 4.819 8.643
H 5.049 7.010 7.514
H 3.182 5.075 6.061
H 4.910 5.177 6.007
H 3.567 6.813 3.092
H 2.687 5.427 3.837
H 4.464 5.379 3.482
H 2.961 7.822 6.694
H 2.213 6.865 7.809
C 1.685 0.076 6.602
C 0.243 -0.151 7.143
C -0.469 1.056 7.783
O -1.751 0.758 8.338
C -1.808 -0.124 9.474
N -0.599 -0.712 6.152
H 2.100 -0.901 6.350
H 2.273 0.440 7.444
H 1.704 0.744 5.741
H 0.265 -0.927 7.908
H -0.511 1.920 7.120
H 0.174 1.457 8.566
H -1.498 -1.134 9.206
H -2.851 -0.093 9.789
H -1.213 0.146 10.347
H -0.750 0.030 5.484
H -1.508 -0.849 6.570
C 10.201 -3.916 -7.435
C 9.648 -2.491 -6.958
C 8.103 -2.376 -7.140
O 7.628 -1.103 -6.703
C 6.233 -0.941 -6.979
N 10.043 -2.258 -5.571
H 9.620 -4.676 -6.912
H 11.240 -4.008 -7.118
H 9.997 -4.179 -8.473
H 10.052 -1.633 -7.494
H 7.698 -3.184 -6.530
H 7.830 -2.572 -8.178
H 5.572 -1.657 -6.492
H 5.943 -1.106 -8.016
H 5.968 0.077 -6.695
H 9.535 -1.441 -5.263
H 9.704 -2.933 -4.901
C 0.530 -0.859 -1.340
C 0.270 -0.376 0.059
C -0.670 0.871 0.156
O -0.864 1.315 1.533
C -1.982 2.242 1.658
N -0.205 -1.516 0.783
H 1.346 -1.561 -1.166
H 1.018 -0.112 -1.966
H -0.292 -1.284 -1.915
H 1.221 -0.080 0.502
H -1.653 0.595 -0.228
H -0.382 1.756 -0.412
H -2.341 2.119 2.680
H -2.784 2.041 0.947
H -1.643 3.268 1.519
H -1.128 -1.826 0.514
H -0.353 -1.258 1.748
C -1.559 1.754 -8.203
C -2.160 2.830 -9.098
C -3.230 2.238 -10.107
O -3.347 3.076 -11.282
C -3.938 2.359 -12.313
N -2.755 3.643 -8.137
H -0.609 2.012 -7.736
H -1.151 1.013 -8.891
H -2.282 1.277 -7.541
H -1.420 3.314 -9.735
H -4.205 2.143 -9.629
H -3.057 1.202 -10.399
H -4.893 1.860 -12.150
H -3.348 1.566 -12.773
H -4.152 3.140 -13.043
H -3.346 4.357 -8.541
H -3.479 3.117 -7.668
C -6.009 -1.702 -4.006
C -6.590 -2.054 -5.361
C -7.753 -2.967 -5.370
O -7.412 -4.321 -5.068
C -8.537 -5.172 -5.127
N -6.955 -0.751 -5.867
H -5.757 -2.623 -3.481
H -6.730 -1.159 -3.396
H -5.174 -1.002 -4.043
H -5.770 -2.457 -5.954
H -8.193 -3.024 -6.366
H -8.562 -2.614 -4.731
H -9.182 -5.026 -4.261
H -8.280 -6.224 -5.006
H -9.085 -5.064 -6.063
H -7.228 -0.169 -5.087
H -7.748 -0.661 -6.486
C -1.998 6.625 13.783
C -1.225 6.550 12.488
C -2.034 6.955 11.227
O -1.298 6.546 10.008
C -2.068 6.735 8.868
N -0.114 7.389 12.691
H -2.484 7.575 14.005
H -1.320 6.359 14.594
H -2.780 5.866 13.784
H -0.931 5.506 12.379
H -2.271 8.019 11.226
H -2.976 6.407 11.212
H -1.478 6.589 7.963
H -2.656 7.651 8.935
H -2.777 5.918 8.734
H -0.396 8.349 12.823
H 0.346 7.421 11.792
C 13.024 -7.100 -0.594
C 12.004 -6.555 -1.543
C 11.068 -5.579 -0.816
O 9.927 -5.042 -1.519
C 8.860 -5.923 -1.960
N 12.634 -5.910 -2.664
H 12.613 -7.760 0.170
H 13.623 -6.258 -0.247
H 13.827 -7.613 -1.122
H 11.318 -7.300 -1.948
H 11.670 -4.736 -0.477
H 10.693 -6.015 0.110
H 9.099 -6.429 -2.895
H 7.931 -5.359 -2.049
H 8.625 -6.596 -1.136
H 13.364 -5.318 -2.295
H 12.034 -5.204 -3.067
C -6.862 6.490 -2.093
C -6.978 6.005 -3.553
C -8.290 5.047 -3.768
O -8.359 3.761 -3.148
C -9.506 3.040 -3.312
N -6.982 7.148 -4.411
H -7.808 6.930 -1.778
H -6.037 7.197 -2.007
H -6.826 5.664 -1.383
H -6.118 5.371 -3.771
H -8.458 4.933 -4.839
H -9.163 5.627 -3.466
H -9.937 3.070 -4.312
H -10.227 3.631 -2.746
H -9.374 2.006 -2.992
H -7.849 7.639 -4.242
H -6.962 6.798 -5.358
C -0.380 -6.522 7.064
C 0.075 -7.042 5.714
C -1.008 -7.674 4.838
O -1.421 -8.919 5.418
C -2.678 -9.385 4.923
N 0.675 -5.840 5.053
H -1.208 -5.848 6.844
H 0.462 -6.031 7.553
H -0.613 -7.415 7.644
H 0.826 -7.802 5.930
H -0.744 -7.740 3.783
H -1.762 -6.889 4.797
H -3.314 -8.503 4.842
H -3.143 -10.149 5.545
H -2.575 -9.871 3.953
H 0.620 -6.024 4.061
H 0.209 -4.964 5.242
C -3.486 -6.332 -1.802
C -4.269 -6.957 -0.644
C -5.169 -5.870 0.042
O -4.364 -4.882 0.665
C -5.115 -3.758 1.227
N -5.201 -7.984 -1.172
H -2.833 -5.557 -1.401
H -4.150 -5.835 -2.509
H -2.928 -7.039 -2.416
H -3.564 -7.386 0.067
H -5.812 -6.350 0.780
H -5.800 -5.433 -0.732
H -5.744 -3.390 0.416
H -4.520 -2.883 1.489
H -5.820 -4.126 1.973
H -5.761 -7.639 -1.939
H -4.530 -8.595 -1.615
C 6.000 -8.501 -8.677
C 5.990 -8.955 -7.219
C 4.559 -8.772 -6.551
O 4.190 -7.433 -6.807
C 2.867 -7.071 -6.547
N 6.380 -10.352 -7.226
H 5.292 -9.114 -9.235
H 6.992 -8.417 -9.121
H 5.646 -7.471 -8.632
H 6.656 -8.377 -6.579
H 4.737 -8.999 -5.500
H 3.836 -9.489 -6.940
H 2.742 -5.998 -6.401
H 2.558 -7.514 -5.600
H 2.279 -7.300 -7.435
H 5.746 -10.805 -7.869
H 6.108 -10.801 -6.363
*
```

=====

Question: Which value of strongest force on any atom does entry 5 give?
Answer: 3.7 eV/Å

=====

Question: Look up the strongest force on any atom of the third one.
Answer: 3.4 eV/Å

=====

Question: Which of these has the highest energy relative to the best compared isomer or geometry (same formula, charge and spin)?
Answer: C52H143N13O13

=====

Question: Which value of energy relative to the best compared isomer or geometry (same formula, charge and spin) does entry 5 give?
Answer: 6.972 eV